P:
140
Properties=species:S:1:pos:R:3 method="wB97M-V/def2-TZVPD" homo_lumo_gap_ev=9.7406 homo_ev=-9.913 total_charge=0 lumo_energy_ev=-0.172
H -22.89 0.19 -22.23
O -22.52 2.76 -18.15
H -12.68 4.48 -19.46
H -20.15 -1.94 -17.23
H -20.18 3.31 -15.61
H -15.75 -1.73 -18.71
H -16.61 6.12 -16.12
H -20.20 5.82 -13.67
C -19.67 2.56 -15.00
H -15.55 2.82 -18.19
C -23.31 6.07 -22.89
C -18.02 3.17 -24.31
H -19.95 7.45 -18.91
O -23.50 5.70 -16.80
H -18.27 7.53 -14.04
H -18.46 4.21 -18.60
H -17.43 2.92 -25.20
H -17.27 0.22 -18.26
H -14.30 5.84 -21.03
C -18.73 1.86 -15.96
H -19.77 3.89 -26.07
H -21.02 1.18 -18.92
H -19.78 2.14 -21.45
H -20.18 9.11 -21.87
H -15.62 8.02 -14.66
H -22.41 0.12 -23.85
O -23.56 5.63 -13.75
C -17.30 7.14 -14.38
H -20.57 -1.74 -19.52
H -16.25 7.56 -23.40
O -19.00 3.24 -13.93
O -23.52 3.47 -20.73
H -18.51 7.58 -16.59
H -16.64 5.95 -20.81
H -14.57 5.31 -17.51
H -24.56 7.51 -16.31
H -18.07 6.02 -22.94
C -16.05 6.31 -21.67
H -15.80 -0.72 -21.25
C -22.24 5.22 -13.44
C -17.00 -0.03 -19.30
H -20.06 5.46 -17.69
C -23.91 2.26 -20.08
C -21.13 -1.83 -17.73
H -13.51 2.57 -19.27
C -19.46 2.74 -24.45
O -14.73 6.70 -21.22
O -20.93 -2.47 -18.99
C -17.54 6.20 -15.55
H -21.73 5.66 -21.53
H -19.60 7.17 -20.57
H -21.08 6.90 -23.51
H -22.01 8.06 -20.23
C -15.71 -0.81 -19.30
H -18.41 0.87 -15.61
C -14.17 3.31 -19.73
H -22.09 4.18 -13.73
H -16.78 8.35 -21.90
H -24.41 3.36 -18.32
O -19.29 2.37 -20.65
O -20.76 0.25 -18.84
O -25.49 6.47 -18.71
C -15.09 3.74 -18.58
H -21.94 -1.83 -22.30
O -15.30 -1.23 -20.61
H -20.26 6.35 -15.81
H -18.06 3.25 -14.14
H -21.28 9.54 -19.54
O -18.10 6.96 -22.69
H -19.38 1.54 -16.78
H -25.84 6.05 -17.92
H -22.51 3.72 -18.00
H -18.27 9.02 -20.49
H -17.79 -0.70 -19.69
O -19.96 3.00 -25.76
H -20.37 1.87 -14.54
O -17.72 2.64 -16.53
C -21.27 -0.96 -22.31
C -19.86 7.97 -19.87
H -22.90 3.88 -20.11
O -18.73 8.83 -19.66
C -24.36 7.26 -18.41
H -16.86 6.62 -13.52
H -17.80 1.54 -20.18
C -16.76 7.40 -22.44
H -17.83 5.21 -15.18
O -16.93 1.11 -20.12
O -21.40 1.48 -22.54
H -24.29 1.60 -18.07
H -19.32 4.45 -21.14
H -22.07 5.32 -12.37
H -24.91 1.99 -20.40
H -17.51 2.57 -23.54
H -23.55 6.99 -19.11
H -14.99 -0.12 -18.81
C -21.46 -0.36 -17.77
O -17.88 4.56 -24.04
C -21.99 0.24 -22.86
O -21.05 9.35 -21.52
H -23.23 1.44 -20.34
H -21.20 -0.81 -21.22
H -21.78 -2.43 -17.10
H -23.63 5.53 -14.71
O -18.61 6.64 -16.37
C -21.17 6.09 -14.11
H -24.15 5.79 -22.25
H -14.65 2.88 -20.60
H -15.92 4.33 -18.98
H -22.50 -0.05 -17.67
C -19.48 4.00 -18.90
O -13.36 4.43 -20.13
H -21.32 7.08 -13.67
H -19.88 3.07 -18.47
H -21.97 4.36 -22.77
O -21.16 6.07 -15.52
C -23.85 2.46 -18.57
H -20.73 3.79 -20.49
H -22.90 7.60 -16.80
H -22.83 7.76 -21.94
H -22.65 5.68 -16.32
H -15.91 5.45 -22.34
H -21.91 2.11 -23.07
O -23.13 7.49 -22.81
H -19.68 1.69 -24.30
C -23.83 7.07 -17.01
H -23.56 5.85 -23.93
O -16.54 8.29 -14.75
O -20.02 -1.12 -22.96
H -21.05 0.04 -16.82
C -21.12 8.70 -20.21
O -20.99 5.94 -23.48
H -16.88 2.56 -16.07
H -20.05 3.38 -23.78
C -19.62 3.72 -20.38
O -20.32 5.07 -18.54
O -14.33 4.39 -17.61
H -18.62 4.97 -24.51
H -19.51 -1.82 -22.54
H -24.56 8.30 -18.70
C -21.96 5.44 -22.58


Q:
140
Properties=species:S:1:pos:R:3 method="wB97M-V/def2-TZVPD" homo_lumo_gap_ev=9.4199 homo_ev=-9.322 total_charge=0 lumo_energy_ev=0.098
H -17.68 10.29 3.84
H -21.28 12.21 4.39
H -18.11 8.69 -1.31
C -17.56 7.39 0.26
H -20.78 8.08 5.25
O -19.06 9.39 -5.68
H -15.87 0.65 2.96
H -13.22 7.02 0.88
H -17.93 2.83 -2.13
C -16.43 2.91 1.40
C -19.33 3.13 -3.80
H -17.60 7.37 1.35
H -16.50 7.33 0.00
H -14.93 4.96 -2.98
C -23.50 9.56 0.66
H -19.20 1.51 -2.17
C -21.18 6.99 -2.61
H -19.08 11.71 1.26
O -23.13 6.24 -1.27
H -16.01 3.30 2.33
H -11.82 8.40 2.59
C -14.17 4.81 -2.22
H -21.96 8.96 -0.20
O -18.46 6.46 -0.38
H -13.32 8.91 3.25
H -15.09 11.80 4.73
H -21.60 7.67 -3.35
C -19.83 12.02 3.28
H -21.03 9.04 -5.24
O -20.62 7.78 -1.59
H -16.08 14.01 -1.07
H -20.07 7.18 -1.08
H -19.43 2.28 -4.48
H -23.32 8.88 1.50
H -20.29 3.64 -3.88
H -20.17 13.19 1.43
H -17.61 7.89 -3.38
H -17.04 8.99 5.48
H -14.69 6.52 -1.64
O -18.37 6.70 -4.86
H -16.76 8.95 3.00
O -21.08 11.49 1.36
H -19.35 10.19 -3.20
H -19.36 3.03 -0.48
O -12.72 6.97 3.47
O -19.67 4.97 2.44
H -23.09 10.55 0.84
H -20.75 4.88 4.15
O -19.01 9.32 0.53
H -21.68 5.56 2.83
O -14.24 8.87 0.73
H -15.70 3.18 -2.84
C -25.06 9.75 0.60
C -22.01 5.83 -1.91
H -17.98 1.83 2.58
C -17.59 12.77 -1.60
C -13.76 7.78 1.44
H -18.41 5.61 0.06
C -12.87 8.10 2.68
H -19.86 10.95 3.47
O -25.66 10.31 1.71
H -19.44 9.96 -0.04
H -21.34 5.32 -1.22
O -19.74 3.23 -1.33
H -16.07 11.14 2.33
C -18.96 2.56 -2.36
H -14.68 7.32 1.82
H -26.59 10.10 1.68
H -19.98 4.85 1.54
H -13.82 3.21 -0.69
H -13.24 5.22 -2.63
C -16.74 9.73 3.76
H -20.98 9.37 -2.64
H -16.44 7.81 -5.84
H -13.50 6.66 3.94
H -20.33 6.53 -3.11
O -17.54 14.48 -3.33
H -18.11 14.71 -4.07
H -20.23 11.57 -3.87
H -25.55 8.78 0.61
C -15.80 10.81 3.34
H -17.04 9.52 -0.15
C -20.22 10.48 -3.79
O -12.46 11.10 -2.58
H -20.73 10.61 -5.91
H -17.79 3.89 -4.83
H -13.90 12.39 -2.52
O -14.59 5.69 -1.16
H -14.45 8.60 -0.17
H -14.78 10.44 3.32
H -19.36 13.79 -2.55
H -18.66 5.83 -4.57
C -18.33 13.98 -2.26
O -20.80 12.89 3.91
H -17.65 1.19 0.93
H -15.74 10.51 -2.33
H -16.56 4.17 0.08
O -15.46 2.90 -1.96
C -16.11 7.38 -4.90
C -17.87 8.82 -0.25
H -18.81 12.29 3.55
O -21.30 10.15 -3.11
H -20.54 7.75 3.17
H -11.77 11.48 -2.04
C -13.74 11.40 -2.09
C -14.71 10.37 -2.68
H -14.68 6.37 -5.83
H -15.40 8.08 -4.45
H -25.30 10.15 -0.38
O -15.41 6.16 -5.24
C -17.30 7.03 -3.96
C -17.22 1.64 1.82
H -13.67 2.71 -2.32
O -16.64 13.34 -0.67
O -17.22 3.70 0.59
C -20.32 6.90 3.82
O -14.39 9.05 -2.17
O -18.38 4.13 -4.11
H -17.05 6.27 -3.22
H -17.12 12.18 -2.38
O -15.95 11.90 4.32
C -14.17 3.45 -1.69
H -22.26 4.98 -2.54
H -22.94 7.17 -1.09
H -15.53 2.68 0.84
H -19.28 7.07 4.08
C -20.68 5.52 3.27
H -13.54 8.91 -2.61
O -22.90 8.89 -0.39
H -21.88 12.01 1.42
H -13.72 11.43 -1.00
H -18.13 11.91 -1.21
H -18.38 14.77 -1.51
C -19.91 12.19 1.78
O -16.40 0.54 2.17
O -21.09 7.19 5.04
O -16.26 9.08 4.92
H -19.19 8.45 -5.83
C -20.33 9.88 -5.21
H -14.52 10.45 -3.75


Tell me which of them is the least stable. Sure, it is Q.


P:
12
Properties=species:S:1:pos:R:3 method="wB97M-V/def2-TZVPD" homo_lumo_gap_ev="8.0362 / 5.5661" homo_ev="-19.799 / -18.956" total_charge=+2 lumo_energy_ev="-11.763 / -13.390"
Al 0.19 -7.54 -0.55
C 1.33 -3.95 0.27
H 0.50 -1.26 1.79
O 0.49 -6.28 -0.04
H -0.52 -3.16 0.87
O 1.06 -2.01 1.61
C 2.40 -4.67 0.44
H 3.32 -4.85 0.99
H 0.35 -2.19 -0.34
C 0.48 -2.79 0.58
H 1.46 -5.22 -1.57
C 1.34 -5.30 -0.48


Q:
12
Properties=species:S:1:pos:R:3 method="wB97M-V/def2-TZVPD" homo_lumo_gap_ev="4.6551 / 4.3762" homo_ev="-17.918 / -17.889" total_charge=+2 lumo_energy_ev="-13.263 / -13.512"
C 0.17 1.74 -1.11
H -0.77 -1.70 -0.37
C 1.21 0.69 0.78
O -1.41 -1.34 1.58
H -0.82 1.78 -0.61
H 0.34 -2.26 0.90
C -0.37 -1.45 0.63
O 0.32 1.06 -2.18
H -1.98 -2.12 1.51
C 0.37 -0.19 0.55
H 2.09 1.22 1.09
Al 0.85 2.56 -2.77


Tell me which of them is the least stable. Sure, it is Q.


P:
21
Properties=species:S:1:pos:R:3 method="wB97M-V/def2-TZVPD" homo_lumo_gap_ev=8.9277 homo_ev=-16.389 total_charge=+2 smiles="NC1=C([NH3+])NC=[NH+][C@@]1(N)O" lumo_energy_ev=-7.461
N -1.22 -1.38 -0.12
N 1.02 -1.61 0.26
O 1.58 -0.43 -1.60
H 1.21 2.36 0.48
N 0.31 2.02 0.23
H 2.19 0.23 -1.79
H -0.49 2.63 0.28
H -3.16 -0.18 0.12
N 2.46 0.44 0.37
H -2.76 0.57 -1.28
C -0.23 -2.17 0.22
H -0.34 -3.23 0.45
N -2.54 0.58 -0.25
C 1.35 -0.18 -0.19
C -1.21 0.00 -0.17
H 2.45 0.57 1.33
H -2.10 -1.80 0.07
H 1.79 -2.18 0.54
C 0.09 0.75 -0.03
H 3.40 0.19 0.05
H -2.74 1.40 0.46


Q:
21
Properties=species:S:1:pos:R:3 method="wB97M-V/def2-TZVPD" homo_lumo_gap_ev=9.7953 homo_ev=-18.439 total_charge=+2 lumo_energy_ev=-8.643
H -0.61 -1.24 -1.63
H 0.15 -1.37 1.10
C 0.07 -0.73 0.20
H -1.79 0.91 -1.19
H -2.20 0.39 2.23
H 3.43 -0.68 -0.41
H -3.02 0.75 -0.05
H -0.35 2.49 -1.14
N 2.44 -0.93 -0.38
H 0.54 2.31 1.92
O -1.43 0.03 1.83
H -1.01 -2.38 -0.46
H 2.25 -1.85 -0.71
C 1.44 -0.20 0.06
N -0.25 2.47 -0.02
H 2.44 1.52 0.34
C 0.59 2.09 0.79
N -0.27 -1.67 -0.86
N 1.60 0.97 0.63
C -1.09 0.19 0.62
N -2.03 0.55 -0.29


Tell me which of them is the least stable. Sure, it is Q.